(1)
An isolated ion of composition C7H12I2N3O and charge +1, computed with ωB97M-V/def2-TZVPD.

DFT total energy   -1108.38047 hartree
Orbital gap (alpha / beta)   0.2549 / 0.2550 Eh
Molecular weight   408.0 g mol⁻¹
Energy above the lowest of the compared OMol25 structures with the same formula, charge and spin   0.109 eV
E_LUMO (alpha / beta)   -4.62 / -4.62 eV
Total charge   +1

Positions of all 25 atoms, in Å:
C: -0.885 -0.187 0.138
C: 0.313 0.344 0.074
C: -0.371 -2.099 -1.125
C: -1.402 2.576 0.891
C: 0.789 -1.261 -1.668
C: -0.085 2.117 1.541
C: 2.265 -1.151 0.344
N: -1.384 -1.237 -0.515
N: -2.331 1.497 0.892
N: 1.416 -0.417 -0.614
O: 0.783 1.502 0.610
I: -2.999 -2.254 0.347
I: -3.794 1.495 -0.443
H: -0.833 -2.647 -1.952
H: -0.003 -2.835 -0.399
H: -1.832 3.357 1.532
H: -1.191 3.022 -0.091
H: 1.540 -1.929 -2.095
H: 0.415 -0.595 -2.448
H: 0.477 2.969 1.924
H: -0.323 1.418 2.349
H: 3.086 -1.642 -0.175
H: 2.669 -0.446 1.070
H: 1.671 -1.888 0.878
H: 2.010 0.291 -1.063

The computed natural (NBO) charges, all in e, follow: number 1, C, carries 0.24; number 2, C, carries 0.23; number 3, C, carries -0.24; number 4, C, carries -0.32; number 5, C, carries -0.23; number 6, C, carries -0.07; number 7, C, carries -0.42; number 8, N, carries -0.61; number 9, N, carries -0.53; number 10, N, carries -0.36; number 11, O, carries -0.49; number 12, I, carries 0.38; number 13, I, carries 0.45; number 14, H, carries 0.25; number 15, H, carries 0.20; number 16, H, carries 0.25; number 17, H, carries 0.20; number 18, H, carries 0.24; number 19, H, carries 0.24; number 20, H, carries 0.22; number 21, H, carries 0.21; number 22, H, carries 0.23; number 23, H, carries 0.25; number 24, H, carries 0.23; number 25, H, carries 0.45

---

(2)
An isolated ion of composition C5H10NO2 and charge -1, computed with ωB97M-V/def2-TZVPD.

DFT total energy   -401.78973 hartree
Orbital gap   0.2977 Eh
SMILES string   CCN[C@H](C)C(=O)[O-]
Molecular weight   116.1 g mol⁻¹
Energy above the lowest of the compared OMol25 structures with the same formula, charge and spin   1.009 eV
E_LUMO   3.98 eV
Total charge   -1

Positions of all 18 atoms, in Å:
C: 0.102 -2.189 1.679
C: -0.047 -0.707 2.026
N: -0.601 0.174 0.959
C: 0.372 0.627 -0.045
C: 0.498 2.176 0.011
C: -0.071 0.145 -1.492
O: -0.650 -0.980 -1.446
O: 0.290 0.874 -2.422
H: 0.930 -2.641 2.227
H: 0.227 -2.379 0.621
H: -0.805 -2.779 1.720
H: -0.852 -0.714 2.762
H: 0.755 -0.176 2.549
H: -1.173 -0.497 0.429
H: 1.338 0.195 0.263
H: 0.418 2.527 1.036
H: 1.358 2.531 -0.553
H: -0.386 2.495 -0.553

The computed natural (NBO) charges, all in e, follow: number 1, C, carries -0.67; number 2, C, carries -0.23; number 3, N, carries -0.66; number 4, C, carries -0.17; number 5, C, carries -0.62; number 6, C, carries 0.76; number 7, O, carries -0.81; number 8, O, carries -0.76; number 9, H, carries 0.19; number 10, H, carries 0.25; number 11, H, carries 0.20; number 12, H, carries 0.17; number 13, H, carries 0.18; number 14, H, carries 0.39; number 15, H, carries 0.16; number 16, H, carries 0.18; number 17, H, carries 0.20; number 18, H, carries 0.21

---

(3)
C43H41AsBr4N6O2P2S4SiZr as an isolated structure, computed with ωB97M-V/def2-TZVPD.

DFT total energy   -17286.44877 hartree
Orbital gap   0.2118 Eh
Molecular weight   1377.9 g mol⁻¹
Energy above the lowest of the compared OMol25 structures with the same formula, charge and spin   0.125 eV
E_LUMO   3.66 eV
Total charge   -2

Positions of all 105 atoms, in Å:
Zr: 1.266 0.172 1.127
Br: 7.792 1.696 3.355
C: 6.327 1.151 2.287
C: 6.527 0.723 0.982
Br: 8.266 0.678 0.234
C: 5.432 0.318 0.208
Br: 5.617 -0.333 -1.557
C: 4.149 0.329 0.729
O: 3.081 -0.118 0.101
C: 3.949 0.753 2.074
O: 2.724 0.659 2.533
C: 5.035 1.170 2.829
Br: 4.679 1.690 4.605
N: -1.721 -1.030 3.203
C: -0.616 -1.039 3.963
N: -0.794 -0.946 5.285
C: 0.316 -1.052 5.994
N: 0.222 -0.865 7.343
N: 1.522 -1.383 5.517
C: 1.590 -1.432 4.196
N: 0.584 -1.184 3.357
C: 2.902 -1.838 3.615
C: 4.028 -1.947 4.416
C: 5.228 -2.298 3.815
C: 5.249 -2.539 2.453
C: 4.065 -2.405 1.740
N: 2.915 -2.061 2.304
H: -1.607 -0.870 2.212
H: -2.540 -0.637 3.634
H: -0.582 -0.340 7.641
H: 1.094 -0.657 7.800
H: 3.954 -1.723 5.468
H: 6.136 -2.355 4.401
H: 6.166 -2.787 1.935
H: 4.042 -2.545 0.666
C: -2.023 0.547 -3.180
C: -2.885 1.394 -2.237
P: -2.993 0.653 -0.537
C: -3.773 2.021 0.400
C: -3.563 2.029 1.776
C: -4.076 3.042 2.571
C: -4.796 4.076 1.995
C: -4.994 4.094 0.622
C: -4.484 3.076 -0.169
C: -4.442 -0.467 -0.812
C: -5.757 -0.030 -0.975
C: -6.784 -0.932 -1.207
C: -6.514 -2.294 -1.284
C: -5.214 -2.744 -1.116
C: -4.190 -1.837 -0.874
P: -0.251 0.727 -2.648
C: 0.652 -0.435 -3.737
C: 1.971 -0.710 -3.368
C: 2.731 -1.617 -4.090
C: 2.180 -2.275 -5.183
C: 0.870 -2.012 -5.555
C: 0.112 -1.094 -4.838
C: 0.098 2.317 -3.507
C: 0.522 2.408 -4.833
C: 0.710 3.646 -5.430
C: 0.469 4.811 -4.710
C: 0.049 4.729 -3.391
C: -0.125 3.489 -2.791
H: -2.157 0.872 -4.215
H: -2.309 -0.507 -3.121
H: -3.886 1.537 -2.655
H: -2.438 2.384 -2.102
H: -2.935 1.264 2.219
H: -3.871 3.045 3.635
H: -5.171 4.886 2.609
H: -5.527 4.917 0.161
H: -4.623 3.126 -1.242
H: -5.980 1.029 -0.906
H: -7.799 -0.573 -1.326
H: -7.317 -2.998 -1.466
H: -4.991 -3.803 -1.165
H: -3.179 -2.199 -0.724
H: 2.400 -0.228 -2.494
H: 3.748 -1.824 -3.780
H: 2.769 -2.996 -5.737
H: 0.432 -2.526 -6.403
H: -0.913 -0.906 -5.135
H: 0.720 1.508 -5.403
H: 1.051 3.702 -6.457
H: 0.622 5.778 -5.176
H: -0.130 5.620 -2.801
H: -0.429 3.458 -1.751
S: 1.417 4.577 2.860
As: 0.323 3.501 1.435
S: 1.669 2.431 0.025
S: -0.455 1.593 2.326
S: -1.284 4.471 0.458
C: -0.626 -2.598 -1.634
Si: 0.227 -2.387 0.069
C: 1.610 -3.691 -0.167
C: -0.992 -3.372 1.178
H: -1.137 -3.568 -1.657
H: 0.114 -2.597 -2.436
H: -1.361 -1.825 -1.864
H: 1.182 -4.576 -0.654
H: 2.053 -4.003 0.779
H: 2.406 -3.311 -0.814
H: -1.089 -4.381 0.759
H: -1.993 -2.933 1.208
H: -0.643 -3.465 2.209

These are the Mulliken partial charges, in e, on atoms 1 to 99: number 1, Zr, carries 0.59; number 2, Br, carries -0.21; number 3, C, carries 0.33; number 4, C, carries 0.25; number 5, Br, carries -0.22; number 6, C, carries -0.07; number 7, Br, carries -0.16; number 8, C, carries -0.83; number 9, O, carries 0.68; number 10, C, carries 0.45; number 11, O, carries -0.31; number 12, C, carries 0.01; number 13, Br, carries -0.15; number 14, N, carries 0.00; number 15, C, carries 0.16; number 16, N, carries -0.83; number 17, C, carries 0.22; number 18, N, carries -0.48; number 19, N, carries -0.76; number 20, C, carries -0.24; number 21, N, carries 0.72; number 22, C, carries 0.74; number 23, C, carries -0.88; number 24, C, carries -0.38; number 25, C, carries -0.95; number 26, C, carries -0.02; number 27, N, carries 0.42; number 28, H, carries -0.29; number 29, H, carries 0.31; number 30, H, carries 0.25; number 31, H, carries 0.25; number 32, H, carries 0.50; number 33, H, carries 0.41; number 34, H, carries 0.43; number 35, H, carries 0.29; number 36, C, carries -1.65; number 37, C, carries -1.46; number 38, P, carries 1.33; number 39, C, carries 0.34; number 40, C, carries -0.77; number 41, C, carries -0.51; number 42, C, carries -0.52; number 43, C, carries -0.70; number 44, C, carries -0.06; number 45, C, carries 0.01; number 46, C, carries -0.72; number 47, C, carries -0.64; number 48, C, carries -0.46; number 49, C, carries -0.89; number 50, C, carries 0.15; number 51, P, carries 1.30; number 52, C, carries -0.08; number 53, C, carries -0.40; number 54, C, carries -0.26; number 55, C, carries -0.56; number 56, C, carries -0.68; number 57, C, carries -0.13; number 58, C, carries 0.55; number 59, C, carries -0.77; number 60, C, carries -0.70; number 61, C, carries -0.47; number 62, C, carries -0.97; number 63, C, carries 0.25; number 64, H, carries 0.63; number 65, H, carries 0.79; number 66, H, carries 0.72; number 67, H, carries 0.37; number 68, H, carries 0.31; number 69, H, carries 0.40; number 70, H, carries 0.34; number 71, H, carries 0.36; number 72, H, carries 0.25; number 73, H, carries 0.31; number 74, H, carries 0.40; number 75, H, carries 0.35; number 76, H, carries 0.44; number 77, H, carries 0.13; number 78, H, carries 0.09; number 79, H, carries 0.31; number 80, H, carries 0.35; number 81, H, carries 0.38; number 82, H, carries 0.30; number 83, H, carries 0.29; number 84, H, carries 0.40; number 85, H, carries 0.35; number 86, H, carries 0.50; number 87, H, carries -0.11; number 88, S, carries -0.57; number 89, As, carries 0.45; number 90, S, carries -0.61; number 91, S, carries -0.46; number 92, S, carries -0.51; number 93, C, carries -0.56; number 94, Si, carries 1.34; number 95, C, carries -1.55; number 96, C, carries -1.43; number 97, H, carries 0.62; number 98, H, carries 0.29; number 99, H, carries -0.54